1.
46
Properties=species:S:1:pos:R:3:nbo_charge:R:1 method="wB97M-V/def2-TZVPD" homo_energy_ev=-12.59 lumo_energy_ha=-0.0870 mol_weight_g_mol=260.308 total_charge=+1
C -0.156 -0.759 2.337 -0.23
C -0.373 -2.249 2.083 -0.42
C 0.647 -2.826 1.096 -0.41
C 0.668 -2.389 -0.378 -0.24
N -0.702 -2.279 -0.902 -0.51
C -1.036 -1.331 -1.740 0.41
N -0.269 -0.385 -2.241 -0.74
N 0.749 -0.488 3.468 -0.89
H 0.324 -0.241 1.521 0.18
H -1.120 -0.278 2.542 0.20
H -0.191 -2.763 3.042 0.22
H -1.406 -2.528 1.833 0.22
H 0.551 -3.921 1.142 0.22
H 1.648 -2.522 1.483 0.22
H 1.249 -1.522 -0.644 0.22
H 1.157 -3.200 -0.913 0.22
H -1.289 -3.082 -0.765 0.44
H -1.947 -1.399 -2.307 0.24
H -0.609 0.146 -3.030 0.45
H 0.566 -0.039 -1.764 0.44
H 0.907 -1.244 4.129 0.37
H 0.439 0.201 4.149 0.39
H 1.324 2.664 0.251 0.50
H 1.284 4.072 0.992 0.48
O 0.737 3.426 0.533 -1.01
H 2.813 0.891 -3.245 0.48
H 2.532 2.279 -2.717 0.48
O 3.123 1.524 -2.587 -0.95
H -0.604 1.961 -4.465 0.49
H -0.229 2.532 -3.020 0.50
O 0.004 1.919 -3.730 -0.98
H -3.975 -2.700 -0.344 0.49
H -3.608 -1.143 -0.567 0.51
O -3.367 -2.061 -0.750 -1.01
H 2.473 0.065 2.546 0.51
H 3.851 -0.079 1.797 0.48
O 3.169 0.554 2.052 -0.96
H -0.924 3.746 0.214 0.50
H -1.810 4.875 0.431 0.46
O -1.865 3.989 0.037 -0.99
H 2.264 0.887 0.723 0.50
H 2.686 1.512 -0.526 0.50
O 1.852 1.192 -0.142 -1.00
H -3.376 1.422 -0.049 0.51
H -4.543 0.862 -0.917 0.49
O -3.621 0.708 -0.659 -0.98

---

2.
9
Properties=species:S:1:pos:R:3:nbo_charge:R:1 method="wB97M-V/def2-TZVPD" homo_energy_ev=-11.10 lumo_energy_ha=-0.1125 mol_weight_g_mol=104.055
C -0.511 -2.690 1.552 0.24
C -0.472 -1.744 0.668 -0.36
C -0.102 -0.921 -0.295 -0.11
C 0.069 0.559 -0.031 0.89
O 0.361 1.201 -1.147 -0.65
F 1.058 1.655 0.988 -0.51
F -1.086 0.941 0.497 -0.30
H 0.504 -1.229 -1.231 0.27
H 0.178 2.227 -1.001 0.54

---

3.
100
Properties=species:S:1:pos:R:3:mulliken_spin:R:1 method="wB97M-V/def2-TZVPD" homo_energy_ev="-13.72 / -13.52" lumo_energy_ha="-0.2440 / -0.4010" spin_multiplicity=3 mol_weight_g_mol=741.858 total_charge=+3 s2=2.0315
Mo 2.558 0.817 -0.760 0.96
C 5.304 -2.095 0.585 -0.01
C 4.936 -0.599 0.576 0.07
N 4.206 -0.136 -0.735 -0.03
C 5.120 0.491 -1.781 0.03
C 4.387 0.959 -3.019 0.02
N 3.127 1.675 -2.674 0.01
C 2.181 1.813 -3.884 -0.01
C 1.361 0.583 -4.252 0.00
C 0.558 -0.025 -3.071 0.01
N 1.497 -0.649 -2.113 -0.01
C 0.982 -1.865 -1.503 0.00
C 1.831 -2.449 -0.332 0.07
N 3.271 -2.758 -0.629 -0.01
C 4.101 -2.991 0.632 0.01
H 5.956 -2.347 1.446 0.00
H 5.904 -2.310 -0.339 0.00
H 5.826 0.044 0.664 0.00
H 4.306 -0.335 1.451 -0.03
H 3.749 -1.966 -1.112 0.00
H 5.855 -0.308 -2.117 0.01
H 5.817 1.254 -1.337 0.00
H 4.185 0.078 -3.654 0.00
H 5.037 1.572 -3.683 0.00
H 3.495 2.630 -2.535 0.01
H 2.753 2.145 -4.789 0.00
H 1.509 2.606 -3.591 -0.01
H 2.044 -0.178 -4.651 0.00
H 0.790 0.971 -5.093 0.00
H -0.107 -0.787 -3.422 0.00
H -0.081 0.778 -2.618 -0.01
H 2.277 -0.984 -2.716 0.01
H 0.873 -2.658 -2.256 0.00
H -0.017 -1.672 -1.136 -0.01
H 1.339 -3.387 -0.001 0.00
H 1.790 -1.659 0.456 -0.02
H 3.294 -3.615 -1.239 0.00
H 4.422 -4.082 0.669 0.00
H 3.511 -2.837 1.551 0.00
C -2.032 4.275 0.175 0.00
C -2.080 3.013 -0.376 0.00
C -1.194 1.980 0.031 -0.01
C -0.222 2.277 0.958 -0.01
C -0.212 3.562 1.569 0.00
C -1.129 4.545 1.191 0.00
P 1.061 0.934 1.277 0.08
C 0.330 -0.345 2.318 -0.01
C -0.979 -0.802 2.038 0.01
C -1.342 -2.036 2.549 0.00
C -0.555 -2.694 3.468 0.00
C 0.756 -2.236 3.736 0.00
C 1.164 -1.020 3.222 0.00
C 2.267 1.843 2.177 -0.01
C 2.229 2.028 3.522 0.01
C 3.131 2.927 4.180 0.00
C 4.056 3.633 3.434 0.01
C 4.001 3.684 2.007 0.01
C 4.798 4.498 1.189 -0.01
C 4.448 4.706 -0.140 0.00
C 3.441 3.907 -0.692 -0.03
C 2.969 2.739 -0.041 -0.07
C 3.106 2.700 1.339 -0.04
H -2.763 4.996 -0.147 0.00
H -2.805 2.798 -1.162 0.00
H -1.321 0.983 -0.377 0.00
H 0.510 3.758 2.339 0.00
H -1.082 5.498 1.733 0.00
H -1.720 -0.099 1.619 0.00
H -2.243 -2.496 2.267 0.00
H -0.936 -3.604 3.883 0.00
H 1.337 -2.773 4.458 0.00
H 2.146 -0.577 3.486 0.00
H 1.504 1.547 4.184 0.00
H 3.115 2.987 5.259 0.00
H 4.801 4.365 3.832 0.00
H 5.624 4.992 1.634 0.00
H 4.837 5.475 -0.769 0.00
H 3.009 4.258 -1.617 0.00
C -7.928 -0.457 3.073 0.00
C -7.896 -1.697 2.129 0.01
C -6.940 -1.422 1.009 0.06
S -6.355 -2.874 -0.020 0.33
O -4.972 -2.472 -0.348 0.51
C -7.417 -2.944 -1.542 0.06
C -6.949 -3.994 -2.550 0.01
C -7.711 -3.950 -3.905 0.00
H -8.629 -0.634 3.869 0.00
H -8.304 0.483 2.618 0.00
H -6.977 -0.260 3.571 0.00
H -7.532 -2.535 2.709 0.00
H -8.911 -1.948 1.862 0.00
H -5.975 -1.062 1.386 0.00
H -7.342 -0.637 0.323 0.02
H -7.325 -1.992 -2.072 0.02
H -8.465 -3.146 -1.278 0.00
H -6.922 -5.012 -2.131 0.00
H -5.903 -3.733 -2.738 0.00
H -8.524 -4.665 -3.880 0.00
H -6.962 -4.075 -4.707 0.00
H -8.032 -2.924 -4.120 0.00

---

4.
16
Properties=species:S:1:pos:R:3:nbo_charge:R:1 method="wB97M-V/def2-TZVPD" homo_energy_ev=-2.43 lumo_energy_ha=0.1404 mol_weight_g_mol=92.118 total_charge=-1
C -1.197 0.550 1.478 -0.41
N -0.687 0.184 0.198 -0.70
C 0.613 -0.413 0.092 -0.25
C 1.775 0.480 0.386 0.00
O 1.868 1.352 -0.619 -0.95
H -2.141 1.146 1.659 0.19
H -0.465 1.155 2.142 0.17
H -1.345 -0.379 2.148 0.17
H -0.702 1.059 -0.399 0.38
H 0.798 -0.933 -0.901 0.20
H 0.729 -1.139 0.903 0.15
H 2.680 -0.328 0.432 0.05
H 1.459 0.836 1.483 0.04
H -2.425 -2.295 -1.213 0.45
H -1.525 -0.934 -1.079 0.51
O -1.793 -1.750 -1.668 -1.01

---

5.
99
Properties=species:S:1:pos:R:3:mulliken_charge:R:1 method="wB97M-V/def2-TZVPD" homo_energy_ev=-9.28 lumo_energy_ha=0.0029 smiles="[H]/N=C(/N)NCCCC[C@@](C#N)([C@](C#N)(B(O)OCC)S(C)(=O)=O)S(C)(=O)=O.CCCC#N.CCCC#N.CCCC#N.CCCC#N" mol_weight_g_mol=697.738
H 2.937 -5.138 -4.083 0.26
N 2.017 -5.294 -4.474 -0.65
C 1.321 -4.248 -4.359 0.57
N -0.005 -4.234 -4.835 -0.64
N 1.768 -3.021 -3.776 -0.32
C 1.240 -2.835 -2.412 -0.37
C 2.182 -3.316 -1.307 -1.49
C 2.156 -2.356 -0.104 -0.53
C 1.001 -2.793 0.784 -1.18
C 0.608 -1.807 1.896 1.11
C 1.717 -0.900 2.098 -0.97
N 2.641 -0.196 2.254 -0.70
C -0.620 -0.910 1.531 1.62
C -0.212 -0.096 0.420 -1.57
N 0.141 0.616 -0.454 -0.41
B -1.156 0.129 2.675 0.66
O -1.678 -0.300 3.831 -0.59
O -1.084 1.455 2.406 -0.48
C 0.028 2.139 3.018 0.34
C -0.273 3.594 2.997 -1.69
S -2.082 -1.883 0.954 1.74
C -2.299 -1.605 -0.786 -1.14
O -1.872 -3.283 1.134 -0.64
O -3.224 -1.345 1.628 -0.80
S 0.459 -2.695 3.507 1.95
C 1.065 -1.646 4.795 -1.20
O -0.899 -3.053 3.739 -0.60
O 1.332 -3.827 3.501 -0.77
H -0.601 -3.745 -4.183 0.31
H -0.010 -3.665 -5.672 0.29
H 2.772 -3.015 -3.741 0.30
H 1.020 -1.785 -2.298 0.25
H 0.297 -3.343 -2.325 0.18
H 1.797 -4.257 -0.955 0.36
H 3.184 -3.480 -1.659 0.72
H 1.994 -1.375 -0.510 0.42
H 3.098 -2.455 0.402 0.52
H 0.166 -2.961 0.134 0.03
H 1.277 -3.748 1.195 0.81
H -2.539 0.080 4.011 0.32
H 0.185 1.799 4.029 0.21
H 0.895 1.956 2.409 0.17
H -1.045 3.835 3.706 0.37
H -0.651 3.823 2.024 0.36
H 0.619 4.163 3.182 0.44
H -2.786 -2.512 -1.091 0.58
H -1.373 -1.533 -1.324 0.09
H -2.969 -0.798 -0.987 0.46
H 2.130 -1.604 4.664 0.48
H 0.869 -2.156 5.713 0.49
H 0.653 -0.655 4.757 0.22
C -0.444 -6.799 4.279 -0.90
C -1.696 -6.662 5.136 -0.26
C -1.744 -7.666 6.294 -0.49
C -1.737 -9.043 5.806 0.24
N -1.727 -10.125 5.412 -0.43
H -0.396 -7.776 3.798 0.44
H -0.438 -6.045 3.495 0.05
H 0.458 -6.664 4.878 0.30
H -2.579 -6.789 4.508 0.31
H -1.740 -5.652 5.547 0.16
H -2.645 -7.521 6.888 0.32
H -0.883 -7.532 6.950 0.28
C -0.807 2.501 -5.035 -0.88
C -2.162 2.841 -4.424 -0.62
C -2.461 2.034 -3.157 0.07
C -2.485 0.604 -3.456 0.17
N -2.482 -0.520 -3.716 -0.57
H -0.761 1.459 -5.353 0.38
H -0.618 3.119 -5.913 0.39
H -0.001 2.674 -4.318 -0.02
H -2.946 2.666 -5.163 0.35
H -2.190 3.901 -4.170 0.33
H -3.426 2.321 -2.742 0.40
H -1.702 2.226 -2.398 0.03
C -2.102 8.428 0.063 -1.15
C -0.690 7.854 0.090 -0.46
C -0.383 6.967 -1.123 -0.13
C -1.280 5.818 -1.188 0.21
N -1.975 4.902 -1.262 -0.45
H -2.854 7.639 0.098 0.33
H -2.267 9.076 0.923 0.34
H -2.269 9.018 -0.839 0.30
H -0.552 7.279 1.005 0.24
H 0.033 8.670 0.112 0.34
H 0.639 6.591 -1.075 0.13
H -0.485 7.536 -2.047 0.31
C 3.482 3.470 -1.836 -1.35
C 2.441 3.469 -2.949 -0.04
C 2.822 4.372 -4.131 -0.35
C 2.963 5.763 -3.708 0.24
N 3.048 6.855 -3.352 -0.48
H 3.599 4.463 -1.400 0.37
H 3.184 2.794 -1.036 0.29
H 4.455 3.145 -2.208 0.35
H 1.479 3.789 -2.544 0.06
H 2.308 2.452 -3.319 0.37
H 2.056 4.327 -4.905 0.19
H 3.765 4.049 -4.573 0.37

---

6.
74
Properties=species:S:1:pos:R:3:nbo_charge:R:1 method="wB97M-V/def2-TZVPD" homo_energy_ev=-7.76 lumo_energy_ha=0.0198 mol_weight_g_mol=462.584
C 1.173 -6.005 3.430 -0.56
C 1.015 -4.455 2.912 -0.44
C -0.211 -4.354 1.920 -0.38
C -0.370 -2.951 1.600 -0.07
H -1.130 -2.818 1.096 0.17
H -0.456 -2.353 2.562 0.16
O 0.617 -2.613 1.023 -0.54
C 0.738 -2.668 -0.557 0.92
O -0.229 -3.186 -1.113 -0.65
N 1.730 -2.136 -1.110 -0.49
C 2.801 -1.785 -0.528 -0.26
H 3.188 -2.437 0.361 0.22
H 3.824 -1.453 -0.923 0.25
C 2.485 -0.285 0.166 -0.11
O 3.497 0.001 1.342 -0.60
C 2.790 -0.616 2.670 -0.10
C 1.838 0.488 3.400 -0.06
O 0.542 0.199 2.766 -0.54
C -0.342 1.222 2.989 -0.07
H -0.010 2.093 3.181 0.20
C -1.438 1.179 2.175 -0.23
N -1.237 1.360 0.844 -0.46
C -0.768 2.737 0.530 0.88
O -0.790 3.547 1.497 -0.65
O -0.142 2.980 -0.896 -0.56
C 0.102 4.372 -1.057 -0.09
C -0.998 5.345 -1.185 -0.43
C -1.800 4.768 -2.750 -0.35
C -3.040 5.641 -2.793 -0.54
H -2.695 6.767 -3.018 0.18
H -3.475 5.353 -3.890 0.20
H -3.535 5.746 -2.055 0.17
H -2.188 3.787 -2.472 0.20
H -1.062 4.829 -3.326 0.17
H -1.683 5.297 -0.414 0.22
H -0.697 6.187 -1.684 0.22
H 0.932 4.230 -1.930 0.19
H 0.444 4.634 -0.096 0.20
C -1.283 0.544 -0.261 -0.23
H -1.266 -0.604 0.136 0.17
H -0.628 0.789 -0.878 0.20
C -2.811 0.560 -0.877 0.07
H -2.682 1.737 -1.203 0.04
O -2.846 -0.105 -1.846 -0.55
C -2.003 -0.026 -3.200 -0.07
C -0.908 -0.686 -3.282 -0.24
O 0.231 -0.078 -2.716 -0.52
C 1.442 -0.600 -3.079 -0.01
C 1.828 -2.163 -2.697 -0.24
H 2.721 -2.670 -2.918 0.22
H 1.016 -2.852 -2.988 0.24
H 2.296 -0.059 -2.883 0.20
H 1.580 -0.696 -4.420 0.12
H -1.177 -1.691 -2.622 0.26
H -0.857 -1.015 -4.281 0.23
H -2.999 -0.204 -4.035 0.26
H -1.679 1.140 -3.203 0.22
H -3.462 0.500 -0.187 0.16
H -2.297 1.916 2.459 0.24
H -2.333 0.281 2.184 0.21
H -0.622 1.008 4.167 0.14
H 2.108 1.461 3.146 0.19
H 1.873 0.225 4.290 0.16
H 2.359 -1.656 2.548 0.22
H 3.726 -0.588 3.326 0.19
H 2.732 0.604 -0.409 0.19
H 1.451 -0.152 0.627 0.22
H -0.215 -5.132 1.098 0.22
H -1.068 -4.874 2.754 0.16
H 0.542 -4.020 3.873 0.23
H 1.795 -4.291 2.311 0.21
H 2.041 -6.062 4.075 0.20
H 0.461 -6.429 4.021 0.19
H 1.513 -6.754 2.303 0.15